Density functional theory data (ωB97M-V with the def2-TZVPD basis set) for C10H17Cl3O2Os as an isolated structure at a distorted geometry.

ORCA input file:
```
! RIJCOSX wB97M-V def2-TZVPD def2/J DEFGRID3
* xyz -2 5
H -1.91 2.61 -0.13
H -1.57 1.24 2.55
H 0.74 -2.99 -1.60
C -2.22 -1.55 -0.48
Cl 0.40 2.28 2.53
O -1.56 0.47 1.94
Os 0.35 0.10 1.43
H -2.37 1.79 -1.66
C -0.94 0.72 -0.52
H 0.15 3.22 -0.48
H 0.97 2.66 -1.93
H -3.09 -1.00 -0.06
C -2.12 1.61 -0.59
H -3.00 1.19 -0.10
C 2.66 -0.18 -0.97
C 0.42 1.13 -0.60
C 1.22 -0.08 -0.67
C 0.87 2.51 -0.86
H 3.08 -1.17 -0.82
C 0.34 -1.22 -0.52
C -0.99 -0.72 -0.46
O -0.55 -1.82 2.13
H 1.83 2.69 -0.38
Cl 2.55 1.20 1.39
H 0.07 -3.24 0.03
Cl 1.88 -1.14 2.42
H -1.29 -1.37 2.57
H 2.95 0.28 -1.91
H -2.06 -2.47 0.10
H -2.47 -1.82 -1.52
H 3.16 0.47 -0.13
H 1.76 -2.76 -0.16
C 0.75 -2.65 -0.56
*
```

Computed properties:
Total energy ... -54771.540 eV
Molar mass ... 465.83 g/mol
Energy above the lowest of the compared OMol25 structures with the same formula, charge and spin ... 50.7 kcal per mole
HOMO level (spin up / spin down) ... 1.217 / -0.270 eV

Results of the Mulliken charge analysis, in e, for atoms 1 through 6: atom 1 (H): 0.331, atom 2 (H): 0.180, atom 3 (H): 0.284, atom 4 (C): -1.979, atom 5 (Cl): -0.620, atom 6 (O): -0.830

---

Density functional theory data (ωB97M-V with the def2-TZVPD basis set) for a 2-piece molecular cluster, C10H17F2N2O4 overall at a distorted geometry.

ORCA input file:
```
! RIJCOSX wB97M-V def2-TZVPD def2/J DEFGRID3
* xyz -1 1
F 1.45 2.37 2.88
H 1.62 -2.21 3.35
H 3.10 1.23 2.13
O -1.62 -0.53 -4.12
H 2.91 -1.43 2.22
H -0.71 -2.56 0.39
O 0.02 1.08 -0.09
O 2.23 -4.38 0.54
H -3.46 0.57 -5.16
H -0.85 0.18 2.22
H -0.69 2.36 -3.50
C 0.69 -1.12 1.47
H -4.50 2.52 -4.06
H -0.62 -1.26 3.16
C 1.14 -3.83 1.14
H 0.72 0.22 4.16
C -1.12 1.50 -2.96
C 1.81 -1.26 2.66
C 2.54 1.37 3.15
N -2.98 1.21 -4.54
C -1.91 0.64 -3.91
C 1.80 0.03 3.73
H -1.76 1.85 -2.15
F 0.48 -4.48 2.33
C 1.02 0.11 0.38
O 2.27 0.21 -0.13
C -3.46 2.56 -4.42
C 0.46 -2.46 0.56
H -0.30 0.92 -2.53
H -3.44 3.02 -5.41
H 2.45 -0.35 4.65
N -0.65 -0.85 2.18
H 3.26 1.87 3.94
H -2.87 3.16 -3.72
H 0.96 -2.25 -0.50
*
```

Computed properties:
Total energy ... -27247.830 eV
Molar mass ... 267.25 g/mol
Energy above the lowest of the compared OMol25 structures with the same formula, charge and spin ... 138.5 kcal per mole
HOMO level ... -4.691 eV

Results of the Mulliken charge analysis, in e, for atoms 1 through 6: atom 1 (F): -0.341, atom 2 (H): 0.345, atom 3 (H): 0.227, atom 4 (O): -0.675, atom 5 (H): 0.314, atom 6 (H): 0.355

---

Density functional theory data (ωB97M-V with the def2-TZVPD basis set) for C10H17FNO4P in the gas phase at a distorted geometry.

ORCA input file:
```
! RIJCOSX wB97M-V def2-TZVPD def2/J DEFGRID3
* xyz 0 1
O 0.10 1.12 0.40
H -2.30 -0.68 0.02
H -2.09 1.63 -0.85
O 0.75 1.98 -3.07
H 0.26 -2.36 0.01
C -1.00 -0.44 1.62
C -0.42 0.33 -0.64
C -0.98 -2.42 -2.87
P -0.81 2.10 -2.87
C 2.53 0.16 2.69
C -1.46 1.04 -1.51
H -1.04 -2.64 -3.90
H 1.09 1.82 2.79
F 0.68 -0.16 -1.27
H 3.44 -1.54 3.32
H 2.89 0.24 1.65
H -1.35 -2.96 0.35
H 3.20 0.67 3.38
C -1.00 -2.50 -1.67
O -1.54 1.75 -4.10
H -1.01 -1.27 2.34
H -1.72 3.91 -3.25
H 0.97 -0.62 1.09
C 0.36 0.22 1.45
H -1.79 0.24 1.96
C -1.22 -0.81 0.13
N 2.51 -1.28 3.02
C 1.10 0.74 2.69
H 0.62 0.30 3.57
C -0.80 -2.23 -0.23
H -2.04 0.26 -1.99
H 0.90 1.62 -3.95
H 2.36 -1.83 2.18
O -1.18 3.62 -2.50
*
```

Computed properties:
Total energy ... -32332.362 eV
Structure (SMILES) ... C#CC[C@H]1C[C@H](CCN)O[C@]1(F)CP(=O)(O)O
Molar mass ... 265.22 g/mol
HOMO level ... -9.657 eV

Results of the Mulliken charge analysis, in e, for atoms 1 through 6: atom 1 (O): -0.593, atom 2 (H): 0.498, atom 3 (H): 0.383, atom 4 (O): -0.507, atom 5 (H): 0.155, atom 6 (C): -1.036

---

Density functional theory data (ωB97M-V with the def2-TZVPD basis set) for a 2-piece molecular cluster, C10H17IO6P2 overall at a distorted geometry.

ORCA input file:
```
! RIJCOSX wB97M-V def2-TZVPD def2/J DEFGRID3
* xyz 0 1
C 1.39 1.97 0.01
H -1.74 2.79 1.80
H -0.90 -4.86 -2.70
C 2.53 1.06 2.12
H -0.02 -2.19 -4.94
O -0.06 -3.71 -1.17
H -0.79 2.21 4.06
I -2.75 0.47 3.01
H -1.10 -0.95 -4.24
H -3.02 -1.62 -1.23
P 0.38 -2.36 -2.11
O 1.31 -1.78 -1.08
O -0.99 4.33 3.20
H 0.11 3.80 0.38
O -1.11 -1.69 -1.94
H 1.15 1.92 -1.07
H 0.32 -0.45 -5.16
C -2.15 -2.28 -1.17
O 1.12 5.02 3.63
C 1.08 3.08 2.23
H 2.68 0.18 0.05
C 1.92 2.13 2.94
C -0.07 -1.20 -4.47
C -0.15 -4.94 -1.90
H 3.17 0.29 2.60
C 2.26 0.99 0.69
H -1.85 -2.37 -0.13
H -0.43 -5.73 -1.22
P -1.77 2.78 3.21
H -2.45 -3.24 -1.57
H 0.82 -5.18 -2.35
H -2.94 3.29 3.84
H 2.11 2.16 4.03
C 0.41 4.23 3.10
C 0.79 3.04 0.80
O 0.74 -1.18 -3.28
*
```

Computed properties:
Total energy ... -49605.836 eV
Structure (SMILES) ... O=C(O[PH3]I)c1ccccc1.COP(=O)(OC)OC
Molar mass ... 422.09 g/mol
HOMO level ... -9.124 eV

Results of the Mulliken charge analysis, in e, for atoms 1 through 6: atom 1 (C): -0.487, atom 2 (H): 0.107, atom 3 (H): 0.361, atom 4 (C): -0.526, atom 5 (H): 0.284, atom 6 (O): -0.298

---

Density functional theory data (ωB97M-V with the def2-TZVPD basis set) for C10H17ISi in the gas phase at a distorted geometry.

ORCA input file:
```
! RIJCOSX wB97M-V def2-TZVPD def2/J DEFGRID3
* xyz 0 1
C -2.55 0.92 -1.47
C 0.27 2.72 1.61
H 1.08 -2.36 -2.37
H -2.92 1.65 0.51
H -1.80 0.91 -2.20
H 2.53 -1.93 -1.24
C 1.44 -1.91 -1.33
H 0.12 -0.36 2.08
C 0.19 -0.83 1.05
H -0.20 4.64 0.77
C -2.13 1.53 -0.26
C 0.71 -2.75 -0.31
H -3.47 1.12 -1.91
H 1.10 -3.78 -0.31
H -0.93 -0.98 0.88
C 0.91 -0.46 -1.33
H 1.71 0.27 0.62
H 0.68 2.29 2.54
H 0.92 4.76 2.11
H 1.91 -1.80 1.39
H -0.03 -0.51 -1.82
C 0.42 4.10 1.45
H -0.30 -2.84 -0.46
H 1.46 0.32 -1.95
I -3.06 -1.46 -1.32
C 0.77 0.13 0.05
Si -0.44 1.51 0.26
H 0.64 -2.78 1.88
C 0.96 -2.12 1.07
*
```

Computed properties:
Total energy ... -26620.377 eV
Structure (SMILES) ... C=C/[Si](=C/CI)C1CCCCC1
Molar mass ... 292.24 g/mol
Energy above the lowest of the compared OMol25 structures with the same formula, charge and spin ... 68.5 kcal per mole
HOMO level ... -7.680 eV

Results of the Mulliken charge analysis, in e, for atoms 1 through 6: atom 1 (C): -1.196, atom 2 (C): -0.174, atom 3 (H): 0.290, atom 4 (H): 0.341, atom 5 (H): 0.403, atom 6 (H): 0.325

---

Density functional theory data (ωB97M-V with the def2-TZVPD basis set) for a 2-piece molecular cluster, C10H17N overall at a distorted geometry.

ORCA input file:
```
! RIJCOSX wB97M-V def2-TZVPD def2/J DEFGRID3
* xyz 0 1
C 1.17 -0.51 1.39
H -0.16 2.11 -3.98
H -1.95 -1.00 -2.65
H 0.43 1.45 0.91
H 1.86 -0.55 0.55
C -1.56 -0.04 -3.09
C 1.06 -1.57 2.28
N -0.51 0.73 2.59
H 1.75 -0.08 -2.01
C -0.49 0.34 -0.96
C 1.01 -0.47 -2.82
C -0.28 0.42 -2.49
H 0.02 -2.28 4.04
H -1.33 -0.19 4.24
H -2.42 0.75 -2.78
H 0.86 -1.56 -2.73
C -0.60 -0.31 3.43
C -0.07 1.87 -2.86
H -1.33 1.04 -0.55
H 0.42 0.68 -0.55
C 0.15 -1.47 3.32
H -1.71 -0.15 -4.18
C 0.37 0.61 1.59
H 1.60 -0.18 -3.78
H 1.66 -2.47 2.16
H -0.74 -0.66 -0.73
H 1.02 2.28 -2.67
H -0.87 2.43 -2.15
*
```

Computed properties:
Total energy ... -12134.020 eV
Structure (SMILES) ... CC(C)(C)C.c1ccncc1
Molar mass ... 151.25 g/mol
Energy above the lowest of the compared OMol25 structures with the same formula, charge and spin ... 69.2 kcal per mole
HOMO level ... -9.493 eV

Results of the Mulliken charge analysis, in e, for atoms 1 through 6: atom 1 (C): -0.197, atom 2 (H): 0.373, atom 3 (H): 0.347, atom 4 (H): 0.827, atom 5 (H): 0.340, atom 6 (C): -1.452

---

Density functional theory data (ωB97M-V with the def2-TZVPD basis set) for an isolated ion of composition C10H17N2O and charge +1 at a distorted geometry.

ORCA input file:
```
! RIJCOSX wB97M-V def2-TZVPD def2/J DEFGRID3
* xyz 1 1
H 1.14 2.66 -0.96
C 1.37 -0.34 -0.70
H -1.59 2.26 0.47
H 1.71 -2.23 0.24
H 1.06 -1.00 -1.50
H 3.84 -2.02 0.79
H 3.88 -0.45 0.04
H 2.24 0.20 -1.08
H -3.60 0.84 1.89
H -2.84 1.54 -0.40
C 1.86 -1.18 0.51
C 0.45 1.92 -1.35
H -0.50 2.37 -1.62
H -1.94 0.97 2.40
H 0.57 1.12 0.64
C 0.31 0.73 -0.35
C -2.22 -0.80 1.41
H 1.27 -1.01 1.41
C -2.04 1.29 0.29
O -1.62 0.10 -1.73
C 3.37 -1.04 0.80
H -2.56 -1.59 2.06
H -1.12 -1.91 0.24
C -1.38 -1.08 -2.22
N -1.00 -2.16 -2.43
N -1.44 -0.96 0.41
H 0.91 1.51 -2.25
C -1.13 0.23 -0.38
H 3.57 -0.60 1.78
C -2.59 0.63 1.57
*
```

Computed properties:
Total energy ... -15665.016 eV
Structure (SMILES) ... CCC[C@@H](C)[C@]1(OC#N)CCC=[NH+]1
Molar mass ... 181.26 g/mol
Energy above the lowest of the compared OMol25 structures with the same formula, charge and spin ... 52.9 kcal per mole
HOMO level ... -14.482 eV

Results of the Mulliken charge analysis, in e, for atoms 1 through 6: atom 1 (H): 0.392, atom 2 (C): -1.328, atom 3 (H): 0.368, atom 4 (H): 0.300, atom 5 (H): 0.251, atom 6 (H): 0.296

---

Density functional theory data (ωB97M-V with the def2-TZVPD basis set) for an isolated ion of composition C10H17N2O2 and charge +1 at a distorted geometry.

ORCA input file:
```
! RIJCOSX wB97M-V def2-TZVPD def2/J DEFGRID3
* xyz 1 1
C 0.73 0.11 1.84
H -0.29 2.37 2.32
C -0.67 -0.23 -2.70
C -0.48 1.23 -0.49
O -0.46 2.38 -0.49
N -0.99 0.32 0.35
H 1.10 -1.89 1.04
H -1.52 -1.63 1.79
H -1.59 0.38 -2.73
O 1.48 0.25 -1.68
H 0.19 1.41 -3.93
H 2.42 0.89 -3.37
C -0.79 0.33 1.79
H -1.99 2.00 1.94
H 2.09 -0.98 -3.09
H -1.49 1.63 3.51
H 0.10 -0.19 -4.67
H -1.23 -0.79 3.40
C 0.07 0.16 -1.43
C -1.67 -0.78 2.43
C -1.12 1.66 2.48
H -0.70 -1.88 -0.20
C 1.65 0.14 -3.10
H 1.08 0.99 1.34
H -0.71 -1.32 -2.80
C 0.31 0.31 -3.72
H -2.73 -0.46 2.48
H 1.22 -0.11 2.85
H 1.69 -0.73 -0.06
N 1.00 -0.88 0.76
C -0.24 -0.80 -0.14
*
```

Computed properties:
Total energy ... -17712.295 eV
Structure (SMILES) ... CC1(C)C[NH2+][C@H]2N1C(=O)[C@]21CCCO1
Molar mass ... 197.26 g/mol
Energy above the lowest of the compared OMol25 structures with the same formula, charge and spin ... 63.2 kcal per mole
HOMO level ... -13.380 eV

Results of the Mulliken charge analysis, in e, for atoms 1 through 6: atom 1 (C): -1.188, atom 2 (H): 0.346, atom 3 (C): -0.591, atom 4 (C): -0.228, atom 5 (O): -0.509, atom 6 (N): 0.036

---

Density functional theory data (ωB97M-V with the def2-TZVPD basis set) for an isolated ion of composition C10H17N2OS and charge +1 at a distorted geometry.

ORCA input file:
```
! RIJCOSX wB97M-V def2-TZVPD def2/J DEFGRID3
* xyz 1 1
H -4.29 -1.14 -0.79
O -0.11 3.19 0.57
H -4.14 0.94 -1.96
C -3.35 0.66 -1.22
H 1.94 -0.88 2.26
H 1.16 -2.41 1.35
N 1.95 1.58 1.09
H 0.46 -1.82 -1.32
C -2.51 1.59 -0.79
H -0.69 -1.62 -0.11
H -0.17 3.81 -0.08
H 3.29 -0.47 0.14
C 1.14 -1.29 1.53
C -3.30 -0.74 -0.68
H -0.40 -0.33 -1.37
H -2.55 -1.43 -1.14
H 2.64 -1.56 -0.92
C 0.04 -1.13 -0.75
H 1.82 2.49 1.43
C -0.22 1.87 0.15
C -1.70 0.34 1.12
H -0.86 0.24 1.81
H 2.60 0.17 -1.41
C 0.82 1.01 0.53
C 2.44 -0.54 -0.59
H -2.38 2.64 -0.87
C 1.12 -0.49 0.12
N -1.47 1.26 0.24
H 2.27 0.95 1.84
H 0.29 -1.16 2.04
S -3.00 -0.72 1.14
*
```

Computed properties:
Total energy ... -26499.175 eV
Molar mass ... 213.33 g/mol
Energy above the lowest of the compared OMol25 structures with the same formula, charge and spin ... 81.8 kcal per mole
HOMO level ... -12.044 eV

Results of the Mulliken charge analysis, in e, for atoms 1 through 6: atom 1 (H): 0.498, atom 2 (O): -0.496, atom 3 (H): 0.402, atom 4 (C): -0.389, atom 5 (H): 0.347, atom 6 (H): 0.404

---

Density functional theory data (ωB97M-V with the def2-TZVPD basis set) for C10H17N4O5RuS as an isolated structure at a distorted geometry.

ORCA input file:
```
! RIJCOSX wB97M-V def2-TZVPD def2/J DEFGRID3
* xyz 0 6
C -0.66 5.02 0.84
C -1.63 -2.32 -1.15
C 1.71 -3.26 -1.15
H 1.23 1.06 -2.39
H 1.97 -0.55 -2.43
C 0.56 -2.92 -2.06
H -1.61 4.90 1.37
H -0.43 -0.68 -3.25
O -0.41 -2.88 1.40
N -0.72 -0.51 2.92
C -0.34 0.62 2.31
H -2.17 -2.82 -2.00
H -0.40 -1.37 2.49
H -0.01 -1.00 2.16
H 1.25 1.01 -0.17
H 0.62 4.76 2.55
N 0.44 1.98 0.70
H -2.28 -1.46 -0.83
S -0.39 2.14 3.11
H 1.41 4.47 1.01
H -0.03 -3.86 -2.22
C 1.18 0.06 -1.93
O -2.11 -4.29 0.16
H -0.71 -0.53 3.93
O 2.52 -4.11 -1.48
O 1.23 0.27 -0.67
H -0.45 6.09 0.76
C -0.21 -0.55 -2.18
C 0.48 4.31 1.56
H 0.95 -2.62 -3.04
N 0.11 0.69 1.07
N 0.22 -1.59 -1.73
O 1.35 -3.15 0.04
Ru 0.41 -1.29 0.41
H -0.95 0.15 -1.73
C -1.55 -3.22 0.13
C 0.22 2.84 1.66
H -0.79 4.62 -0.18
*
```

Computed properties:
Total energy ... -40237.902 eV
Molar mass ... 406.41 g/mol
Energy above the lowest of the compared OMol25 structures with the same formula, charge and spin ... 364.0 kcal per mole
HOMO level (spin up / spin down) ... -5.773 / -7.085 eV

Results of the Mulliken charge analysis, in e, for atoms 1 through 6: atom 1 (C): -1.053, atom 2 (C): -0.730, atom 3 (C): 0.530, atom 4 (H): 0.510, atom 5 (H): 0.298, atom 6 (C): -0.828

---

Density functional theory data (ωB97M-V with the def2-TZVPD basis set) for C10H17NO3S2 in the gas phase at a distorted geometry.

ORCA input file:
```
! RIJCOSX wB97M-V def2-TZVPD def2/J DEFGRID3
* xyz 0 1
H 0.69 -1.29 -1.16
H 1.50 -0.04 0.72
C 0.27 -0.42 -1.69
H -2.62 -1.75 -0.79
C 2.81 0.86 -0.71
C -1.11 1.12 -0.12
H -0.83 -1.25 3.15
C 0.25 0.85 -0.81
H 3.11 1.86 -1.03
C 1.41 3.08 0.64
H -2.33 0.62 1.58
C 1.47 0.88 0.11
H -3.59 -1.21 0.66
C -2.69 -1.72 0.30
O 3.17 -1.41 -1.94
S 2.69 -0.11 -2.26
C -1.35 0.32 1.17
H -2.49 -1.91 2.79
H -2.82 -2.78 0.61
O 3.53 0.49 -3.23
H 0.39 1.68 -1.53
H 3.56 0.39 -0.07
H -1.89 0.94 -0.87
H -0.63 0.54 1.96
H -1.14 2.19 0.12
H -0.50 -1.63 0.55
C -1.45 -1.82 2.45
S 1.12 4.35 -0.23
C -1.41 -1.22 1.00
H -1.06 -2.85 2.40
H -0.71 -0.65 -2.11
N 1.45 2.00 1.11
O 1.18 -0.12 -2.79
*
```

Computed properties:
Total energy ... -39947.311 eV
Structure (SMILES) ... CC(C)CC[C@@H]1COS(=O)(=O)C[C@H]1N=C=S
Molar mass ... 263.38 g/mol
HOMO level ... -9.919 eV

Results of the Mulliken charge analysis, in e, for atoms 1 through 6: atom 1 (H): 0.476, atom 2 (H): 0.414, atom 3 (C): -0.827, atom 4 (H): 0.295, atom 5 (C): -0.736, atom 6 (C): -1.359

---

Density functional theory data (ωB97M-V with the def2-TZVPD basis set) for C10H17NO3Si in the gas phase at a distorted geometry.

ORCA input file:
```
! RIJCOSX wB97M-V def2-TZVPD def2/J DEFGRID3
* xyz 0 1
C 1.15 -3.23 0.20
H 0.04 -1.77 -2.97
C 0.83 1.80 -0.73
H -3.12 0.10 1.10
C -0.41 -0.82 -2.55
C -3.39 -0.90 0.78
C -0.85 1.03 1.31
H 4.24 2.54 0.99
H 0.28 0.01 -2.37
O -2.22 -1.58 0.99
H 0.75 -0.33 1.97
O -1.21 -0.86 -1.38
O -0.14 -2.84 0.19
N 2.68 1.26 0.76
H -4.12 -1.26 1.63
C 1.42 1.04 0.41
Si -0.87 -1.40 0.14
C -1.19 2.13 0.56
H 1.34 2.00 -1.67
H -1.32 0.68 2.29
H 1.41 -3.84 -0.77
H -1.12 -0.35 -3.32
C -0.35 2.40 -0.55
C 0.38 0.18 1.05
H -3.93 -0.90 -0.18
C 3.72 1.96 0.15
H 3.39 2.75 -0.54
H 1.52 -3.79 1.13
H 4.44 1.34 -0.38
H 1.77 -2.28 0.10
H -2.13 2.77 0.75
H -0.66 3.28 -1.12
*
```

Computed properties:
Total energy ... -26154.885 eV
Structure (SMILES) ... C/N=C1\C=CC=C[C@H]1[Si](OC)(OC)OC
Molar mass ... 227.34 g/mol
Energy above the lowest of the compared OMol25 structures with the same formula, charge and spin ... 0.0 kcal per mole
HOMO level ... -7.981 eV

Results of the Mulliken charge analysis, in e, for atoms 1 through 6: atom 1 (C): -0.566, atom 2 (H): 0.241, atom 3 (C): -1.048, atom 4 (H): 0.275, atom 5 (C): -0.533, atom 6 (C): -0.602

---

Which value of molar mass does entry 10 give? 406.41 g/mol

---

The lowest molar mass belongs to which entry? C10H17N

---

What is the total energy in the second record? -27247.830 eV